The following is a DFT calculation (ωB97M-V/def2-TZVPD) of C5H12NO2 as an isolated structure.

Atoms and positions in Å:
C 0.0627 0.8733 2.6684
N 1.1348 0.3861 1.7534
C 0.4849 0.0647 0.3603
C -0.9107 -0.4914 0.4617
C -0.8536 -1.6414 -0.6376
O -1.1417 -1.0676 -1.8789
C 0.7279 1.1651 -0.8678
O 0.5766 0.5702 -2.0651
H 0.2822 0.4170 3.7219
H 0.2998 1.9354 2.9091
H -0.9249 0.6755 2.3250
H 1.8956 1.0172 1.6084
H 1.0254 -0.8942 0.1857
H -1.2724 -1.1147 1.3882
H -1.7018 0.2954 0.1550
H 0.1092 -2.0773 -0.6972
H -1.7164 -2.3481 -0.5976
H 0.1509 2.0270 -0.6160
H 1.7168 1.5886 -0.8951
H -0.3541 -0.0675 -2.1206

Results
- HOMO: -3.30 eV
- Net charge: -1
- Relative energy (zero: lowest compared OMol25 entry of this formula, charge and spin): 109.25 kcal/mol
- Orbital gap: 7.229 eV

The following is a DFT calculation (ωB97M-V/def2-TZVPD) of a 2-piece molecular cluster, CH6NO overall.

Atoms and positions in Å:
O -1.3117 -0.9415 1.6780
H -0.6037 -0.8307 1.0314
C 0.4231 0.4072 -1.5045
N 0.9261 0.5318 -0.1011
H -0.4881 1.0035 -1.5032
H 0.2233 -0.6907 -1.8524
H 1.1037 0.8932 -2.2295
H 0.5747 1.3433 0.4393
H 0.6624 -0.3521 0.4245

Results
- HOMO: -2.21 eV
- Net charge: -1
- Relative energy (zero: lowest compared OMol25 entry of this formula, charge and spin): 20.91 kcal/mol
- Orbital gap: 6.456 eV

The following is a DFT calculation (ωB97M-V/def2-TZVPD) of an isolated ion of composition C23H35N2O2 and charge +1.

Atoms and positions in Å:
C 0.5030 2.4078 -1.2184
C 1.2469 1.2007 -0.6736
N 0.7336 -0.0578 -1.2676
C 0.8109 -0.0579 -2.7304
C -0.3690 -0.0821 -3.4525
C -0.3090 -0.0774 -4.8373
C 0.9133 -0.0476 -5.4812
C 2.1037 -0.0199 -4.7588
C 2.0394 -0.0252 -3.3709
H 2.9582 0.0007 -2.8039
C 3.4168 0.0201 -5.4693
H 3.5033 -0.8241 -6.1508
H 4.2491 -0.0078 -4.7716
H 3.4930 0.9285 -6.0648
H 0.9529 -0.0436 -6.5594
H -1.2213 -0.0954 -5.4117
H -1.3175 -0.1053 -2.9400
C 1.3570 -1.2599 -0.6722
H 2.3976 -1.3417 -0.9868
H 1.3334 -1.1495 0.4144
C 0.5703 -2.5070 -1.1068
N -0.8452 -2.2083 -1.0542
H -1.3771 -2.8229 -1.6551
C -1.4442 -2.1227 0.2688
H -0.6638 -1.9091 1.0018
C -2.4621 -0.9660 0.2576
C -3.0348 -0.6570 1.6592
O -2.1959 0.2593 2.3255
C -1.0639 -0.1518 3.0083
C -0.8572 -1.4452 3.4640
C 0.3058 -1.7669 4.1440
C 1.2631 -0.7980 4.3716
C 1.0449 0.4988 3.9366
C -0.1087 0.8499 3.2519
C -0.4018 2.2729 2.8322
C 0.8374 3.1608 2.7334
H 1.2325 3.3824 3.7208
H 1.6237 2.6966 2.1404
H 0.5687 4.1059 2.2674
C -1.3989 2.8820 3.8244
H -2.3164 2.3008 3.8485
H -1.6402 3.9019 3.5358
H -0.9709 2.8953 4.8236
H -0.8863 2.2508 1.8468
H 1.7889 1.2501 4.1442
H 2.1697 -1.0428 4.9019
H 0.4503 -2.7753 4.4989
H -1.6026 -2.2107 3.3149
H -3.9859 -0.1282 1.5544
H -3.2081 -1.5749 2.2225
H -3.2761 -1.2186 -0.4303
O -1.8316 0.2038 -0.2402
H -1.7530 0.7987 0.5298
H -1.9521 -3.0454 0.5731
H 0.8190 -2.7503 -2.1415
H 0.8752 -3.3521 -0.4724
H -0.2969 -0.1262 -1.0261
H 1.1153 1.1341 0.4088
H 2.3141 1.2833 -0.8894
H 0.8207 3.2978 -0.6833
H -0.5697 2.2912 -1.0900
H 0.7109 2.5531 -2.2749

Results
- HOMO: -11.34 eV
- SMILES: CC[N@H+](CCNC[C@H](O)COc1ccccc1C(C)C)c1cccc(C)c1
- Net charge: +1
- Relative energy (zero: lowest compared OMol25 entry of this formula, charge and spin): 0.00 kcal/mol
- Orbital gap: 9.471 eV

The following is a DFT calculation (ωB97M-V/def2-TZVPD) of one molecule with the formula C5H11NO.

Atoms and positions in Å:
C 0.5912 -1.6221 -0.4803
C -0.5035 -0.6831 0.0019
C -0.0721 0.5700 0.8108
C 1.3793 0.7240 1.2229
N -0.5657 1.4454 -0.2776
C -1.0329 0.3043 -1.0690
O -2.4092 0.3070 -1.3160
H 1.3044 -1.1053 -1.1342
H 1.1569 -2.0496 0.3554
H 0.1592 -2.4489 -1.0541
H -2.8313 0.5818 -0.4907
H -1.3064 -1.2545 0.4806
H -0.6927 0.7134 1.7056
H 1.6122 0.0388 2.0464
H 2.0731 0.5166 0.4006
H 1.5629 1.7435 1.5820
H 0.1445 2.0153 -0.7261
H -0.5701 0.2032 -2.0582

Results
- HOMO: -9.18 eV
- SMILES: C[C@H]1[C@@H](C)N[C@@H]1O
- Net charge: 0
- Relative energy (zero: lowest compared OMol25 entry of this formula, charge and spin): 32.41 kcal/mol
- Orbital gap: 10.222 eV